Arrangement A

The following is a quantum chemistry calculation of a structure of composition C9H24N3Si, from the Open Molecules 2025 dataset.

HOMO level, eV: -12.4

Structure (ORCA input):
```
! RIJCOSX wB97M-V def2-TZVPD def2/J DEFGRID3
* xyz 1 1
C 1.26319 -0.64031 0.13560
C -0.85965 2.38568 -0.74455
C -4.62306 -0.03252 1.08153
C 1.92716 -0.74583 2.58960
C 3.65871 -0.88952 0.97743
C 2.52757 0.47739 -1.66380
C 0.77381 -1.03195 -2.22035
C -1.80966 1.30888 -1.47016
C -3.04579 -0.09223 1.29515
N 2.24005 -0.77297 1.17215
N 1.60686 -0.52136 -1.15979
N -0.00541 -0.65443 0.47997
Si -2.16079 -0.31662 -0.42387
H -0.88362 3.23936 -1.50569
H -1.42066 2.77786 0.13992
H 0.14978 2.12196 -0.44445
H -5.05546 -0.59379 1.85529
H -5.08835 0.94188 0.91595
H -4.89624 -0.58336 0.20357
H 0.84049 -0.47281 2.80371
H 2.03964 -1.74020 3.09336
H 2.56291 -0.00889 3.02456
H 4.25601 -0.23095 1.56368
H 3.90255 -1.80486 1.43911
H 4.11369 -1.01396 -0.02849
H 2.04809 1.37405 -2.06633
H 3.30706 0.91989 -0.93965
H 3.11106 0.00041 -2.43567
H 1.27727 -1.73080 -2.89882
H -0.19249 -1.48003 -1.80150
H 0.40687 -0.31431 -2.92542
H -1.23796 0.96610 -2.50640
H -2.80891 1.73824 -1.62375
H -2.83179 -0.99117 1.88862
H -2.81248 0.85161 1.76612
H -0.21496 -0.80184 1.45159
H -2.06550 -1.63861 -1.01823
*
```

Arrangement B

The following is a quantum chemistry calculation of the ion C9H24N3Si with charge +1, from the Open Molecules 2025 dataset.

HOMO level, eV: -12.0

Structure (ORCA input):
```
! RIJCOSX wB97M-V def2-TZVPD def2/J DEFGRID3
* xyz 1 1
C -0.03841 2.13854 -1.71487
C -0.09148 1.95773 -0.23559
Si -0.35004 0.10927 0.43984
C -0.37748 0.32905 2.33714
C 1.19349 -0.89778 0.08987
N 2.36238 -0.14330 0.48333
C 3.59632 -0.36051 0.10342
N 4.57156 0.54887 0.27062
N 3.91874 -1.46310 -0.57886
C -2.05174 -0.60131 -0.31590
C -3.13764 0.31374 0.03948
C -2.05250 -0.99620 -1.77567
C -2.20958 -1.89831 0.62806
H 0.77638 1.63098 -2.29824
H -0.90454 1.94884 -2.30408
H -0.01743 3.30060 -1.83348
H -0.94584 2.52927 0.03553
H 0.77237 2.35039 0.32191
H -1.17073 1.06415 2.48237
H -0.67416 -0.45534 2.86146
H 0.61152 0.66077 2.78719
H 1.31037 -1.17761 -0.91773
H 1.26041 -1.83996 0.56655
H 2.08976 0.69971 0.89926
H 5.59698 0.36869 -0.02549
H 4.56624 1.42202 0.73766
H 4.87674 -1.58138 -0.54449
H 3.19439 -2.08589 -1.02449
H -3.33948 0.20795 1.18320
H -2.90974 1.40247 -0.05443
H -4.10386 0.13712 -0.57231
H -1.13685 -1.63510 -1.89364
H -2.06592 -0.04259 -2.38569
H -2.83738 -1.65558 -2.18474
H -1.56754 -2.68512 0.09478
H -2.08843 -1.69746 1.61659
H -3.19619 -2.11930 0.44469
*
```

arrangement B (28.1 kcal/mol below the next structure)